Computed, not measured: a cluster of 3 separate species, C20H24F2O2P2 in total, with ωB97M-V with the def2-TZVPD basis set.

As for the SMILES: CP(O)[PH3]COc1ccccc1.Fc1ccccc1.Fc1ccccc1. For the gap between HOMO and LUMO, the calculation gives 8.04 eV. The largest force on an atom is 0.48 eV/A. The HOMO energy is -7.288 eV. For the calculated total energy, the calculation gives -1809.31731 Eh.

Each line ends with the Mulliken charge.
Geometry (Å):
P1 2.19997 -1.13264 -0.99474  0.0275
P2 0.61933 -0.90398 -2.65325  0.3183
F1 6.90371 3.49701 1.99495  -0.3160
F2 -5.24337 -2.45587 1.66170  -0.3237
O1 -2.08156 -0.82608 -3.55854  -0.4461
O2 3.49549 -1.85580 -1.77018  -0.4857
C1 2.80858 0.58168 -1.00647  -0.5371
C2 -2.99081 0.74364 0.17931  -0.6054
C3 6.72121 0.41854 0.12326  -0.1849
C4 -2.38965 1.07927 -2.12756  -0.1908
C5 7.27426 2.45107 1.22772  0.4699
C6 8.57958 2.38062 0.78541  -0.4993
C7 -6.88458 -1.30028 4.65973  -0.2736
C8 -6.00137 -1.70753 2.49182  0.4605
C9 -6.63463 -0.59320 1.98009  -0.3589
C10 -7.53633 -0.17498 4.17432  -0.5482
C11 -0.72200 -0.71391 -3.98545  -0.8077
C12 6.33378 1.49072 0.91435  -0.5471
C13 -7.41007 0.17479 2.83682  -0.3509
C14 -6.10769 -2.08107 3.81575  -0.5564
C15 -2.37029 -0.30119 -2.31956  -0.0021
C16 8.02818 0.31985 -0.33384  -0.6771
C17 -2.69474 1.59382 -0.87566  -0.4529
C18 -2.99656 -0.63225 -0.02505  -0.4733
C19 8.95279 1.30003 -0.00108  -0.2076
C20 -2.68557 -1.15416 -1.27549  -0.1531
H1 2.08647 1.18224 -0.44515  0.3967
H2 2.87686 1.01357 -2.01290  0.3297
H3 -2.69559 2.66711 -0.72405  0.3906
H4 -2.16123 1.74202 -2.95471  0.4264
H5 8.32404 -0.51916 -0.94871  0.3750
H6 -0.56925 0.24917 -4.49629  0.3333
H7 5.99840 -0.34397 -0.13801  0.3770
H8 5.32330 1.58790 1.28825  0.4340
H9 1.57896 -1.13181 -3.68439  0.0044
H10 -6.51508 -0.33943 0.93540  0.4715
H11 9.97269 1.22546 -0.35412  0.3528
H12 -7.91775 1.05041 2.45498  0.3532
H13 -0.02538 -2.06367 -2.12947  0.0148
H14 -0.57744 -1.50594 -4.72677  0.4520
H15 3.77418 0.65910 -0.50889  -0.1876
H16 3.50055 -2.78514 -1.51452  0.3121
H17 -3.24776 -1.30738 0.78604  0.4217
H18 -2.68146 -2.22419 -1.45031  0.4726
H19 0.44064 0.45125 -2.21683  0.0002
H20 9.28100 3.15846 1.05426  0.4100
H21 -3.22082 1.14514 1.15932  0.4424
H22 -5.59313 -2.96397 4.16942  0.4112
H23 -6.97856 -1.57401 5.70206  0.3532
H24 -8.14129 0.42874 4.83703  0.3740

Cartesian forces (eV/Å) of the 6 atoms listed first:
0.0 0.0 0.4
-0.1 -0.1 -0.1
0.0 0.0 0.0
0.0 -0.1 0.0
0.0 -0.4 0.1
-0.1 -0.2 -0.2